Below is C29H33Cl3N2O2TeTi as an isolated structure, with properties calculated with the ωB97M-V functional and the def2-TZVPD basis.

Computed properties:
**2S+1**: 2
**Orbital gap (alpha / beta)**: 7.1 / 6.6 eV
**Highest occupied orbital energy (alpha / beta)**: -4.9 / -5.1 eV
**Largest force on an atom**: 0.522 eV/A
**Charge**: -1
**Calculated total energy**: -3882.9817 hartree

Each line ends with the Mulliken spin population.
Geometry (Å):
Ti 3.0617 -2.4760 0.1180  0.03
C 4.0324 -0.3746 0.7365  0.00
C 4.4018 -0.6521 -0.6001  0.00
C 5.2053 -1.8125 -0.5996  0.00
C 5.3278 -2.2579 0.7353  0.00
C 4.6004 -1.3627 1.5589  0.00
H 3.3583 0.4064 1.0450  0.00
H 4.0651 -0.1076 -1.4698  0.00
H 5.5741 -2.3366 -1.4674  0.00
H 5.8661 -3.1338 1.0577  0.00
H 4.4409 -1.4701 2.6202  0.00
Cl -0.4087 -5.9956 -1.1365  0.04
C -0.4292 -4.2833 -1.2937  0.42
Cl -1.6893 -3.4347 -0.5127  0.04
Cl -0.9934 -3.9989 -3.7593  0.34
C 0.7954 -3.6556 -1.4176  -0.02
N 1.8425 -3.1551 -1.5048  0.15
C 0.1952 -1.9054 2.6230  0.00
C 1.2811 -2.0608 1.5904  0.00
O 2.1497 -3.0794 1.7562  0.00
N 1.4626 -1.3120 0.5763  0.00
Te 0.3241 1.4024 0.6443  0.00
C -0.8113 3.2262 0.7626  0.00
C -1.2053 3.7143 2.0137  0.00
C -0.8302 3.0490 3.3154  0.00
C -2.0084 4.8521 2.0876  0.00
C -2.4269 5.5260 0.9535  0.00
C -3.2960 6.7521 1.0459  0.00
C -2.0027 5.0482 -0.2793  0.00
C -1.1987 3.9199 -0.3965  0.00
C -0.7693 3.4908 -1.7723  0.00
C -1.0592 0.4337 -0.6330  0.00
C -2.3971 0.3113 -0.2497  0.00
C -2.9295 0.8035 1.0695  0.00
C -3.2937 -0.2927 -1.1338  0.00
C -2.8918 -0.7918 -2.3598  -0.01
C -3.8455 -1.5057 -3.2757  0.01
C -1.5524 -0.6678 -2.7120  -0.01
C -0.6289 -0.0552 -1.8780  0.01
C 0.7937 0.0672 -2.3474  0.00
H 0.1619 -2.7744 3.2786  0.00
H -0.7631 -1.7798 2.1178  0.00
H 0.3785 -1.0069 3.2147  0.00
H 0.1414 2.5637 3.2739  0.00
H -1.5617 2.2800 3.5788  0.00
H -0.8144 3.7839 4.1214  0.00
H -2.3113 5.2166 3.0646  0.00
H -3.6074 6.9359 2.0741  0.00
H -4.1930 6.6445 0.4337  0.00
H -2.7637 7.6377 0.6921  0.00
H -2.3026 5.5719 -1.1822  0.00
H -0.9854 4.2732 -2.5001  0.00
H -1.2807 2.5794 -2.0860  0.00
H 0.3012 3.2780 -1.7902  0.00
H -2.2009 0.6552 1.8681  0.00
H -3.8458 0.2705 1.3268  0.00
H -3.1568 1.8721 1.0331  0.00
H -4.3317 -0.3975 -0.8320  0.00
H -4.8417 -1.5692 -2.8365  0.00
H -3.4732 -2.5133 -3.4744  0.00
H -3.9259 -0.9910 -4.2358  0.00
H -1.2147 -1.0999 -3.6466  0.00
H 0.9214 -0.4491 -3.2984  0.00
H 1.4709 -0.3680 -1.6156  0.00
H 1.0713 1.1174 -2.4733  0.00
C 3.3314 -5.6279 1.1001  0.00
C 3.7009 -4.5361 0.1318  0.00
O 4.3504 -4.7584 -0.8734  0.00
H 3.8482 -6.5596 0.8623  0.00
H 2.2491 -5.7709 1.0410  0.00
H 3.5366 -5.3026 2.1204  0.00

Cartesian forces, eV/Å:
Ti -0.0872 0.5096 -0.0697
C 0.0286 0.0086 -0.0771
C -0.0651 -0.0517 -0.0358
C -0.0243 -0.0684 -0.0689
C 0.0459 -0.0812 0.0082
C -0.0060 -0.0987 -0.0133
H 0.0382 0.0116 0.0182
H 0.0308 0.0102 0.0029
H 0.0455 0.0418 0.0120
H 0.0171 0.0308 0.0182
H 0.0306 0.0178 -0.0066
Cl 0.0210 0.0307 -0.0002
C -0.0676 -0.0993 -0.0731
Cl -0.0163 0.0715 0.0120
Cl 0.0051 -0.0227 -0.0006
C 0.2091 -0.0421 -0.0771
N -0.1343 0.0160 0.0008
C 0.0065 -0.0665 -0.0177
C -0.1180 -0.0350 0.0526
O -0.1014 -0.0204 0.3451
N 0.1651 -0.1824 -0.0814
Te 0.0392 -0.0213 0.0275
C 0.0273 -0.0768 -0.0320
C 0.0070 0.0411 0.0169
C -0.0200 0.0047 -0.0122
C 0.0436 0.0128 0.0145
C -0.0209 0.0140 -0.0098
C 0.0175 -0.0160 -0.0061
C -0.0171 0.0009 -0.0157
C -0.0148 0.0316 0.0157
C 0.0133 0.0034 0.0072
C -0.0123 0.0680 0.0269
C -0.0007 -0.0229 -0.0202
C -0.0198 -0.0074 -0.0089
C 0.0067 -0.0297 0.0288
C -0.0074 -0.0153 -0.0033
C 0.0345 0.0012 0.0152
C 0.0043 0.0139 -0.0295
C -0.0336 -0.0007 0.0138
C -0.0146 0.0148 -0.0139
H -0.0059 -0.0029 -0.0062
H -0.0022 0.0180 0.0039
H 0.0064 -0.0009 0.0080
H 0.0158 0.0208 0.0124
H 0.0242 -0.0326 -0.0140
H -0.0237 -0.0032 0.0083
H -0.0031 0.0022 0.0041
H -0.0037 0.0044 0.0039
H -0.0057 0.0034 -0.0009
H -0.0035 0.0079 0.0000
H -0.0011 0.0035 -0.0049
H 0.0061 0.0031 -0.0057
H -0.0049 -0.0082 -0.0002
H -0.0064 -0.0128 -0.0100
H -0.0078 -0.0127 0.0092
H -0.0061 0.0053 -0.0025
H 0.0105 -0.0125 0.0133
H -0.0033 0.0048 0.0025
H -0.0082 -0.0074 -0.0023
H -0.0172 0.0013 -0.0149
H -0.0007 -0.0096 -0.0018
H 0.0065 0.0090 0.0050
H 0.0041 -0.0070 0.0015
H 0.0226 0.0106 -0.0010
H 0.0065 -0.0018 -0.0031
C 0.0049 -0.0317 -0.0358
C -0.0604 0.0291 0.0654
O -0.0137 0.0202 -0.0069
H 0.0042 0.0095 -0.0104
H 0.0099 -0.0098 0.0160
H 0.0004 0.0036 0.0039

---

Below is a 7-piece molecular cluster, C29H33Cl4N5 overall in a non-equilibrium geometry, with properties calculated with the ωB97M-V functional and the def2-TZVPD basis.

Computed properties:
**2S+1**: 2
**Orbital gap (alpha / beta)**: 6.9 / 2.4 eV
**Highest occupied orbital energy (alpha / beta)**: -11.1 / -11.1 eV
**Largest force on an atom**: 5.659 eV/A
**Charge**: +1
**Calculated total energy**: -3238.9554 hartree

Each line ends with the Mulliken spin population.
Geometry (Å):
Cl 1.2172 4.7065 5.0157  0.00
C 1.3865 3.0889 4.5607  0.00
C 1.6256 3.0186 3.0205  0.00
Cl 3.2914 3.5669 2.5894  0.00
H 0.5499 2.5102 4.9525  0.00
H 2.1806 2.6259 5.1465  0.00
H 0.8199 3.5769 2.5438  0.00
H 1.5790 2.0128 2.6029  0.00
Cl 1.4307 2.0841 -4.1825  0.01
C 1.6906 3.6910 -3.5135  0.00
C 2.9913 4.2770 -4.0674  0.00
Cl 3.7255 5.5423 -3.0235  0.02
H 1.6267 3.5400 -2.4359  0.00
H 0.7940 4.2797 -3.7076  0.00
H 2.8582 4.6648 -5.0774  0.00
H 3.7325 3.4838 -4.1652  0.01
N 5.4209 2.8688 -1.6870  0.17
C 5.4276 2.0009 -2.6984  0.14
C 4.5299 0.9371 -2.7867  0.25
C 3.4947 0.8660 -1.8471  -0.03
C 3.4501 1.7636 -0.7988  0.13
C 4.4705 2.6967 -0.7196  0.22
H 6.3135 2.0578 -3.3134  0.01
H 4.6808 0.2488 -3.6052  0.00
H 2.8080 0.0325 -1.8521  0.01
H 2.6281 1.6566 -0.1066  0.05
H 4.4593 3.4239 0.0788  0.01
N 4.3030 -0.0788 3.4809  0.00
C 3.7813 0.2051 4.6790  0.00
C 2.5006 -0.2294 5.1527  0.00
C 1.6495 -0.6974 4.2188  0.00
C 2.1069 -0.9973 2.9101  0.00
C 3.4488 -0.6931 2.6329  0.00
H 4.5056 0.5354 5.4088  0.00
H 2.2526 0.0803 6.1572  0.00
H 0.5921 -0.8412 4.3851  0.00
H 1.4731 -1.3354 2.1036  0.00
H 3.8258 -0.9877 1.6647  0.00
N -0.1196 0.9578 0.8506  0.00
C -1.1614 0.4390 1.6138  0.00
C -2.1726 -0.3229 1.0578  0.00
C -2.0798 -0.6878 -0.2822  0.00
C -1.1209 -0.0517 -1.1239  0.00
C -0.1969 0.7973 -0.5024  0.00
H -1.1424 0.7276 2.6543  0.00
H -2.9899 -0.7057 1.6511  0.00
H -2.6738 -1.4790 -0.7155  0.00
H -1.0517 -0.2070 -2.1905  0.00
H 0.5834 1.1936 -1.1353  0.00
N -3.4446 -6.7164 1.1154  0.00
C -2.0979 -6.6542 1.2844  0.00
C -1.3367 -5.4516 1.0900  0.00
C -2.0482 -4.3103 0.5750  0.00
C -3.3227 -4.3934 0.3676  0.00
C -4.0043 -5.6202 0.6479  0.00
H -1.5476 -7.4838 1.7030  0.00
H -0.2762 -5.4637 1.2939  0.00
H -1.5959 -3.3767 0.2746  0.00
H -3.9676 -3.6885 -0.1360  0.00
H -5.0790 -5.5296 0.5910  0.00
N -4.6858 -0.5931 -2.4343  0.00
C -5.9458 -0.3043 -1.9080  0.00
C -7.0678 -0.8962 -2.3527  0.00
C -7.0578 -1.5398 -3.5802  0.00
C -5.8382 -1.6515 -4.2337  0.00
C -4.6436 -1.3429 -3.6146  0.00
H -5.9016 0.0774 -0.8987  0.00
H -8.0540 -0.6864 -1.9658  0.00
H -7.9694 -1.7895 -4.1026  0.00
H -5.9489 -1.9231 -5.2731  0.00
H -3.6634 -1.5060 -4.0378  0.00

Cartesian forces, eV/Å:
Cl -0.2823 2.2385 0.8348
C 0.8630 -2.1395 -0.8425
C -0.4525 -1.0333 0.9953
Cl -0.5330 0.2399 0.0338
H -0.5587 0.0818 -0.8191
H 0.5369 0.2588 -0.4268
H 0.5423 0.4111 -0.2307
H -0.1047 -0.0929 0.3887
Cl -0.1197 -0.6046 -0.5147
C -0.3412 0.5309 0.6232
C -0.0080 -0.1894 0.1594
Cl -0.4262 -0.3905 -0.2277
H 0.7262 0.2302 0.1085
H 0.2498 0.1492 -0.4492
H -0.1167 0.2183 0.1996
H 0.0325 -0.0347 0.1719
N -1.4751 -1.8745 0.4505
C 1.3970 2.1298 1.2906
C -1.5120 -0.0201 -0.1810
C 0.4599 -0.6295 -0.0081
C -0.3427 -2.2304 -0.7520
C 1.6832 2.3084 -0.6489
H 0.0303 -0.1331 -0.3147
H -0.1046 -0.3920 0.2170
H -0.2439 0.0990 -0.2922
H 0.0716 0.5451 0.4522
H -0.0373 0.2719 -0.0032
N -1.3571 -0.1219 0.0203
C 0.1569 -1.9621 0.5549
C 2.1871 2.1516 -0.3476
C -1.3625 -1.0353 -2.1008
C 1.3381 1.1465 0.9393
C -0.7418 -0.1280 0.2311
H -0.0260 0.6204 0.0496
H -0.3233 -0.3665 0.0792
H -0.0890 -0.2022 0.4546
H -0.1582 -0.2200 0.2190
H 0.3365 0.1318 -0.1805
N -1.5130 -0.3119 -0.4068
C 1.5730 1.2281 -1.9557
C 0.2758 -0.4451 -0.2846
C 1.1647 0.6800 -1.2655
C -0.4806 -0.0842 1.7926
C -0.5969 -1.3575 1.4279
H 0.0295 -0.1678 0.1296
H 0.0869 -0.0761 0.1983
H -0.4993 0.2960 0.0593
H -0.2030 -0.1909 -0.0001
H 0.2217 0.5022 0.1668
N 0.8184 0.1134 -0.1510
C 0.8995 2.6749 0.0794
C -2.2187 -0.8259 -0.4716
C 4.8143 -0.3910 0.7527
C -5.0741 -2.3588 -0.8467
C 0.3601 1.1965 0.5247
H -0.3766 -0.4469 -0.1376
H -0.0068 0.1450 -0.0455
H 0.7586 -0.0198 0.3112
H 0.3130 0.6481 0.1924
H -0.2699 -0.7228 -0.2057
N -1.3057 -1.0526 -1.2667
C 3.8874 -1.7093 0.6705
C -2.3465 -0.0250 -1.4892
C 0.9884 0.7741 -0.1508
C -0.9211 -0.6864 -0.8315
C -1.0070 2.6543 2.5391
H -0.0467 0.8579 -0.1506
H 0.1149 -0.0341 0.7088
H -0.0454 -0.2056 0.1417
H 0.7243 -0.5498 -0.1128
H -0.0141 -0.0720 -0.0562

---

Below is C29H33CoN3O as an isolated structure in a non-equilibrium geometry, with properties calculated with the ωB97M-V functional and the def2-TZVPD basis.

Computed properties:
**2S+1**: 4
**Orbital gap (alpha / beta)**: 2.2 / 2.4 eV
**Highest occupied orbital energy (alpha / beta)**: 2.1 / 1.9 eV
**Largest force on an atom**: 5.044 eV/A
**Charge**: -2
**Calculated total energy**: -2746.7588 hartree

Each line ends with the Mulliken spin population.
Geometry (Å):
Co 0.2066 -0.1440 0.8624  1.75
N -1.3351 -1.2114 1.6331  0.11
N -0.4140 -2.4657 -0.6347  0.04
C 1.9285 0.7945 0.4299  0.01
C 2.1016 -0.5605 0.9241  0.02
C 1.5433 -0.6314 2.2343  0.12
C 1.6731 -1.8273 3.1461  0.03
H 1.6848 -2.7416 2.5380  0.00
H 0.8247 -1.9550 3.8297  -0.04
H 2.5242 -1.7288 3.8308  0.00
C 1.0177 0.7314 2.5542  -0.06
C 0.5508 1.2424 3.8885  0.09
H 1.3725 1.5115 4.5498  -0.02
H 0.0041 0.4535 4.5283  0.01
H -0.1899 2.0308 3.7407  -0.01
C 1.2776 1.5594 1.4443  -0.09
C 1.0682 3.0400 1.4197  0.01
H 0.2170 3.3347 2.0596  0.01
H 0.8674 3.3857 0.3920  0.01
H 1.9622 3.5843 1.7842  0.00
C 2.7426 -1.6962 0.2208  0.01
H 3.8100 -1.7641 0.4833  0.00
H 2.6622 -1.5871 -0.8720  0.00
H 2.2655 -2.6513 0.5006  0.00
C 2.5329 1.3572 -0.8085  -0.01
H 1.8140 2.0331 -1.3097  0.00
H 2.8038 0.5450 -1.5039  0.00
H 3.4533 1.9310 -0.5781  0.01
C -1.8876 -0.6362 2.8288  0.16
H -2.2208 0.3661 2.6630  0.00
C -2.6272 -1.5580 3.7908  0.03
H -3.1524 -1.0703 4.6358  0.00
C -2.3800 -2.9367 3.7644  -0.01
H -2.7065 -3.5874 4.5870  0.01
C -1.6087 -3.4445 2.7323  0.05
H -1.3737 -4.5214 2.6901  0.01
C -1.1352 -2.6162 1.6587  -0.04
C -0.4391 -3.1756 0.5560  0.01
H -0.3532 -4.2575 0.4608  0.00
C -0.3404 -1.0818 -0.7044  0.16
C -0.4020 -3.0380 -1.9091  0.00
H -0.4784 -4.0974 -2.0352  0.00
C -0.4065 -2.0285 -2.7852  0.00
H -0.4971 -2.0377 -3.8557  0.01
N -0.3557 -0.8280 -2.0433  -0.10
C -0.5750 0.4595 -2.6617  0.16
C 0.4016 1.0141 -3.5099  0.00
C 0.1808 2.3014 -4.0133  0.01
H 0.9493 2.7683 -4.6274  0.00
C -1.0070 2.9921 -3.7510  -0.03
C -1.2182 4.3950 -4.2645  0.00
H -1.0961 5.1342 -3.4617  0.00
H -2.2312 4.5158 -4.6674  0.00
H -0.4973 4.6332 -5.0534  0.00
C -2.0062 2.3605 -3.0070  0.03
H -2.9592 2.8636 -2.8486  0.01
C -1.8163 1.0819 -2.4764  -0.14
C -2.9453 0.3459 -1.8282  0.03
H -3.3932 -0.3983 -2.5076  0.00
H -3.7363 1.0563 -1.5622  0.00
H -2.6270 -0.1733 -0.9144  0.00
C 1.6422 0.2645 -3.8887  0.00
H 1.5257 -0.2211 -4.8685  0.00
H 1.9112 -0.5130 -3.1657  0.00
H 2.4868 0.9628 -3.9770  0.00
O -0.8531 -1.3189 4.8249  0.15
C -0.7412 -0.5452 3.9074  0.49

Cartesian forces, eV/Å:
Co -2.8582 0.6873 -0.4970
N -1.0383 -2.4024 0.9495
N 0.5509 1.0033 -1.1285
C 1.2515 0.0384 0.3689
C 0.7854 0.7779 0.4528
C 0.7491 1.4411 1.2200
C -0.6630 0.0536 0.0805
H 0.3622 0.1186 0.2504
H 0.4055 -0.0319 -0.5067
H 0.3884 -0.1864 -0.3288
C 1.2072 -1.6090 1.2366
C 0.7538 0.9138 0.2302
H 0.3747 0.7373 0.0693
H 1.3546 1.6222 -0.6248
H 0.1930 0.3307 0.2652
C 0.2805 0.0167 -0.4763
C -0.2047 0.2801 -0.2002
H 0.3309 -0.0518 -0.3119
H 0.0060 -0.0017 0.2961
H -0.2374 -0.1294 -0.0733
C 0.3163 -0.4241 -0.2173
H 0.0094 -0.0967 -0.1607
H 0.0358 -0.0755 0.1733
H 0.0814 0.3508 -0.1770
C -0.0740 0.1116 -0.2263
H 0.3982 -0.1910 -0.0042
H -0.0654 0.4037 0.2100
H -0.1701 -0.0855 -0.2160
C 0.2736 -2.2021 1.6166
H -0.7589 0.5809 -0.1857
C -4.4845 -1.5519 -1.7102
H 0.3412 -0.4570 -0.5685
C -1.2988 2.3533 -0.2224
H -0.0334 0.3366 -0.3138
C 1.1835 -0.9492 -0.9709
H -0.1281 0.4971 -0.0782
C -0.3442 1.3634 0.2375
C -0.4461 -0.7079 1.1119
H -0.1422 0.2367 -0.1013
C -0.1236 -1.2174 -0.8632
C -0.3431 0.4172 1.4075
H 0.0194 -0.2260 -0.1038
C 0.1087 1.1849 -0.6770
H 0.0914 0.0407 -0.1314
N -0.2302 -0.5482 -2.0230
C 0.3876 -0.6970 0.0888
C -0.5372 0.1313 0.4686
C -0.4963 -0.1026 0.1056
H -0.0689 -0.0408 0.0577
C 0.1930 -0.2010 0.0344
C 0.0009 0.0522 0.0111
H -0.0016 -0.1184 -0.1235
H 0.1594 0.0076 0.0281
H -0.1125 0.0113 0.0805
C 0.3333 -0.2490 -0.0596
H 0.1060 -0.0623 -0.0095
C 0.1644 0.2472 -0.3143
C -0.3897 0.0271 0.4970
H 0.2957 0.1628 0.1181
H 0.0533 -0.1151 -0.0012
H -0.0408 0.0744 -0.1578
C 0.5131 -0.0368 -0.1016
H -0.0663 0.0487 0.1666
H -0.1857 0.2029 -0.1324
H -0.1586 -0.1697 0.0413
O 3.0745 1.5693 2.0107
C -1.4318 -3.4950 0.1133

---

- Look up the 2S+1 of the third one.
  4

---

- The lowest largest force on an atom belongs to which entry?
  C29H33Cl3N2O2TeTi